Computed, not measured: one molecule with the formula C7H12 at a distorted geometry, with ωB97M-V/def2-TZVPD.

Its energy above the lowest of the compared OMol25 structures with the same formula, charge and spin is 62.21 kcal per mole. Its charge is 0. As for the LUMO energy: 1.131 eV. The SMILES is C[C@H]1[C@H]2CCC[C@@H]12. The calculation puts the molecular weight at 96.173 g mol⁻¹.

Each line ends with the Mulliken charge.
CARTESIAN COORDINATES (ANGSTROEM)
C 0.05367 0.08233 -1.67078  -0.4002
C 1.08377 -0.31776 0.75773  0.4940
C -1.27881 0.30964 -1.00815  -0.8536
C -0.97620 1.19576 0.55806  -0.9237
C 1.15595 0.04967 -0.68109  -0.4997
C 0.49804 1.03790 0.68532  -0.3904
C 0.32239 -1.50152 1.29373  -1.4449
H 0.85395 -2.41827 1.02431  0.3424
H 2.08750 -0.28281 1.17282  0.4193
H -0.45073 -0.81133 -2.11867  0.2275
H -2.00548 0.64772 -1.77285  0.4174
H -1.62716 -0.63928 -0.58324  0.2182
H -0.69568 -1.58283 0.90408  0.3064
H 0.26121 -1.43593 2.38352  0.3292
H 1.11821 1.91834 0.79340  0.4097
H -1.30847 2.24793 0.64820  0.3284
H 2.16489 0.19736 -1.09647  0.3783
H -1.58381 0.57086 1.22807  0.2732
H 0.32676 0.73221 -2.51799  0.3683

Forces on atoms 1 to 2 (eV/Å):
-1.12 -0.86 -0.40
0.26 -0.52 0.28


Computed, not measured: a 4-piece molecular cluster, C2H13N2O3 overall at a distorted geometry, with ωB97M-V/def2-TZVPD.

Its energy above the lowest of the compared OMol25 structures with the same formula, charge and spin is 59.85 kcal per mole. Its charge is +1. As for the LUMO energy: -2.899 eV. The calculation puts the molecular weight at 113.137 g mol⁻¹.

Each line ends with the Mulliken charge.
CARTESIAN COORDINATES (ANGSTROEM)
O 2.00937 -1.56946 0.15190  -0.6186
O 1.33201 3.07338 -1.14547  -0.7490
O -1.00729 0.10057 2.15884  -0.5883
N -0.13580 1.10998 0.07085  -0.3728
N -1.34478 -2.28653 -0.93566  -0.4173
C -0.87584 0.04592 -0.63369  -0.3698
C -0.76936 -1.28396 -0.22237  -0.1893
H 0.55651 0.77231 0.78159  0.3463
H -0.94617 -3.23700 -1.10122  0.2328
H 2.83493 -2.00578 -0.01952  0.2945
H 2.19857 -1.34958 1.12749  0.3257
H 2.05848 2.96437 -1.89805  0.3695
H -1.19011 -0.82891 2.46047  0.3104
H 0.52947 1.66073 -0.59778  0.4135
H -1.34397 0.59651 2.97239  0.2765
H -0.81178 1.64847 0.67342  0.3862
H 0.79718 3.62049 -1.80162  0.3587
H -1.60049 0.59184 -1.17408  0.4173
H -0.20336 -1.54097 0.62928  0.3989
H -2.08760 -2.08238 -1.49677  0.1748

Forces on atoms 1 to 2 (eV/Å):
0.36 0.88 2.86
1.50 0.92 -4.73